# C8H11BO2

C8H11BO2 in the gas phase (ωB97M-V/def2-TZVPD, the Open Molecules 2025 dataset).

Calculated values
* E: -486.6407 hartree
* LUMO (alpha / beta): 0.54 / -2.39 eV
* energy relative to the best compared isomer or geometry (same formula, charge and spin): 0.0 kcal/mol
* spin multiplicity: 3

```
22
Properties=species:S:1:pos:R:3:forces:R:3
B -0.15786 -0.95907 -1.37902 -0.94 2.08 -1.69
C 2.53855 0.58953 -0.28326 1.12 -1.42 -0.90
C 1.54689 1.43263 0.00441 -5.29 1.96 1.46
C 2.31231 -0.76950 -0.66876 4.84 -0.78 0.96
C 0.16901 1.15949 0.37542 3.14 4.51 -3.49
C -2.74515 0.50824 1.48481 0.22 1.09 -2.09
C -1.55079 -0.06676 1.74970 2.89 1.58 -0.64
C 1.27539 -1.38790 -1.17535 -0.76 -1.43 -0.97
C -0.23535 0.14999 1.15196 -2.92 -5.57 5.74
O -0.56274 0.07188 -2.30015 1.28 -1.47 1.10
O -1.03832 -1.69602 -0.68228 2.44 -1.74 0.29
H 3.43493 1.15303 -0.53630 0.53 -1.02 0.31
H 1.82677 2.47193 -0.01875 -0.34 0.50 -0.43
H 3.25291 -1.45539 -0.57425 -1.40 1.45 -0.30
H -0.65435 1.88680 0.16791 1.21 -0.02 0.21
H -3.57228 0.12957 1.97827 -1.61 -0.29 1.15
H -2.97520 1.23434 0.66715 0.52 -0.76 0.61
H -1.39129 -0.51184 2.71360 -0.65 -1.05 0.09
H 1.43987 -2.43517 -1.46035 -0.04 0.21 0.33
H 0.40289 -0.53078 1.78896 0.33 1.13 -1.48
H -1.44727 0.40192 -2.18398 -0.58 0.03 0.04
H -1.86891 -1.37690 -0.81974 -4.00 1.01 -0.30
```
Positions in Å, forces in eV/Å.